DFT (wB97M-V/def2-TZVPD) results for C8H15PS in the gas phase at a distorted geometry.

Structure (XYZ):
```
25
Properties=species:S:1:pos:R:3:forces:R:3:lowdin_charge:R:1
C -2.959 0.209 1.655 -0.9304 -2.7441 -2.6226 -0.18
C -1.787 0.701 0.946 -0.8274 -0.0563 -1.2150 -0.37
P -1.394 0.159 -0.572 0.5272 -0.9438 1.0612 0.56
S -2.193 -1.582 -1.138 0.7208 1.2089 -0.1534 0.19
C 0.415 0.729 -0.871 0.4004 -1.9411 0.2094 -0.65
C 0.779 2.172 -0.520 0.5151 -0.8633 2.0125 -0.09
C 0.502 0.547 -2.383 -0.7657 -1.4431 1.3616 -0.13
C 1.418 -0.305 -0.211 -0.6620 0.3846 1.0245 -0.08
C 1.022 -1.412 0.461 1.5293 1.1531 -1.1731 -0.17
C 1.969 -2.353 1.137 0.3663 0.8166 0.3607 -0.10
H -3.702 -0.188 0.866 0.6735 0.8954 1.0811 0.08
H -2.718 -0.753 2.072 0.3491 -0.6124 0.6379 0.07
H -3.451 0.758 2.375 -0.7461 1.6506 1.3620 0.04
H -1.408 1.657 1.105 0.9507 1.5054 0.8649 0.03
H 1.723 2.293 -1.001 0.8698 0.3430 -0.4688 0.07
H 1.029 2.317 0.580 -0.7639 -0.1110 -1.2053 0.11
H 0.135 2.936 -0.907 -0.6314 0.2621 -0.0512 0.08
H -0.199 1.268 -2.683 -0.7452 1.0552 -1.5782 0.05
H 0.064 -0.477 -2.561 1.0663 0.9710 -0.6188 0.07
H 1.504 0.773 -2.687 0.4523 -0.2979 -0.7054 0.08
H 2.516 0.000 -0.225 -1.4644 -0.3940 -0.1594 0.14
H -0.016 -1.669 0.465 -0.4491 -0.1789 0.1412 0.02
H 2.846 -1.845 1.509 0.3484 0.4850 -0.0332 0.07
H 2.366 -3.165 0.572 -0.1341 -0.6471 -0.8583 0.07
H 1.536 -2.768 2.015 -0.6497 -0.4979 0.7256 0.06
```
Forces are in eV/Å.

- HOMO level (alpha / beta) (eV) = -8.1 / -8.1
- relative energy (zero: lowest compared OMol25 entry of this formula, charge and spin) (kJ/mol) = 206.5
- spin multiplicity = 1
- net charge = 0
- SMILES = CC=P(=S)C(C)(C)/C=C/C
- orbital gap (alpha / beta) (eV) = 7.64 / 7.64
- LUMO level (alpha / beta) (eV) = -0.42 / -0.42